Record 1
Density functional theory data (ωB97M-V with the def2-TZVPD basis set) for C10H12FN as an isolated structure at a distorted geometry.

Geometry (Å):
F -0.8870 -2.7425 1.4430
N -1.5160 -1.0295 -2.8346
C 1.3083 3.3040 1.7639
C 0.1017 -0.6862 0.2098
C -0.5142 -1.8740 -2.1234
C 1.5350 1.3191 0.1495
C 1.2156 0.1003 -0.2916
C -0.1385 1.0391 1.9296
C -0.6494 -0.1481 1.3339
C -1.1453 -2.8802 0.0968
C -0.3184 -1.9081 -0.6088
C 0.8651 1.8378 1.3538
H -0.8818 -2.8262 -2.2973
H -1.6925 -3.8108 -0.1358
H 1.4115 3.9628 0.5759
H 1.7294 -0.4865 -1.0182
H -2.4483 -0.7939 -2.4281
H 2.6071 1.6583 -0.2108
H -1.0877 -0.1089 -3.0185
H 0.4008 -1.6164 -2.6779
H 0.3855 3.8191 1.8829
H -1.5034 -0.8968 1.6501
H -1.0272 1.4047 2.6907
H 2.2498 3.3630 2.5652

Values from the calculation:
Energy above the lowest of the compared OMol25 structures with the same formula, charge and spin (eV): 4.8532
F_max (eV Å⁻¹): 5.5
Kohn-Sham gap (Ha): 0.3117
2S+1: 1
E_LUMO (eV): 0.26
HOMO energy (eV): -8.222

Atomic partial charges in e from the natural (NBO) method, atoms 1 to 4:
1 F -0.36
2 N -0.84
3 C -0.64
4 C -0.07

Record 2
Density functional theory data (ωB97M-V with the def2-TZVPD basis set) for C6H8AuO6 as an isolated structure at a distorted geometry.

Geometry (Å):
Au -1.4849 -1.2482 0.1375
O -1.9517 -0.6671 -1.5606
O 0.1356 -1.9026 0.6570
O -1.4310 0.4577 1.1775
O -0.2615 1.8906 -1.3834
O -0.5192 3.2605 0.3249
O 0.7929 0.7567 1.4533
C 1.1355 -1.6438 1.5630
C 0.9151 -0.3718 2.3684
C -1.0964 -0.1540 -2.5091
C 0.1016 0.6089 -1.9589
C -0.3377 2.1475 -0.0983
C -0.3446 0.9481 0.8604
H 0.0200 -0.4251 2.9991
H 0.6550 0.0142 -1.2177
H 0.7961 0.8611 -2.7693
H -0.6471 -0.9489 -3.1423
H 1.7919 -0.1316 2.9780
H -1.6296 0.5238 -3.2061
H 1.2682 -2.4483 2.3133
H 2.0917 -1.5278 1.0133

Values from the calculation:
F_max (eV Å⁻¹): 4.4
⟨S²⟩: 2.010
Kohn-Sham gap (spin up / spin down) (Ha): 0.3703 / 0.2651
Net charge: +1
2S+1: 3
E_LUMO (spin up / spin down) (eV): -4.56 / -7.37
HOMO energy (spin up / spin down) (eV): -14.632 / -14.584

Atomic partial charges in e from the natural (NBO) method, atoms 1 to 4:
1 Au 1.52
2 O -0.60
3 O -0.71
4 O -0.64

Record 3
Density functional theory data (ωB97M-V with the def2-TZVPD basis set) for one molecule with the formula C4H7NO2 at a distorted geometry.

Geometry (Å):
O -1.1450 0.2449 0.9544
O 1.3168 0.8399 0.9044
N 1.1694 -0.7702 -0.8782
C -0.2730 -1.0606 -0.9056
C 1.7959 -0.0035 -0.1226
C 0.0924 1.3714 0.8022
C -1.2853 -0.0226 -0.5557
H -2.2906 -0.4211 -0.6860
H -0.3219 -2.0213 -0.3448
H -0.1197 2.0391 1.6295
H -0.5023 -1.3092 -1.9457
H -0.2124 1.6659 -0.2166
H -1.1103 -0.6049 1.4750
H 2.8858 0.0522 -0.1102

Values from the calculation:
Energy above the lowest of the compared OMol25 structures with the same formula, charge and spin (eV): 6.2142
F_max (eV Å⁻¹): 1.3
Kohn-Sham gap (Ha): 0.2734
2S+1: 1
E_LUMO (eV): 0.56
HOMO energy (eV): -6.882

Atomic partial charges in e from the natural (NBO) method, atoms 1 to 4:
1 O -0.62
2 O -0.51
3 N -0.42
4 C -0.34

Record 4
Density functional theory data (ωB97M-V with the def2-TZVPD basis set) for C18H54Be2NO21 as an isolated structure at a distorted geometry.

Geometry (Å):
O 5.2859 -12.6696 -9.4221
O 8.4797 -8.5172 -14.9005
O 5.4203 -13.9175 -15.2777
O 2.2965 -16.8217 -14.2517
O 6.7831 -14.7016 -13.8015
O 8.8971 -10.3213 -16.7965
O 8.2353 -15.6833 -11.0410
O 6.9246 -12.6434 -14.5038
O 6.6054 -13.8510 -19.1626
O 9.5857 -12.6436 -15.5932
O 7.4635 -16.3109 -8.4389
O 6.2696 -9.9685 -14.6282
O 8.9616 -16.0516 -15.7930
O 4.2759 -12.2877 -18.1423
O 1.3627 -13.3437 -14.9269
O 4.3360 -11.2753 -11.9557
O 3.3220 -17.1311 -16.8742
O 2.5512 -16.1487 -19.6734
O 2.2069 -15.6943 -11.5440
O 3.9809 -11.4939 -14.7542
O 6.6252 -17.3847 -14.9895
N 6.3512 -13.7708 -14.5004
C 7.7441 -15.9970 -16.6390
C 6.4582 -15.9274 -9.3612
C 1.5328 -11.9498 -14.6598
C 4.1948 -12.6442 -11.6421
C 9.5393 -12.6658 -17.0085
C 3.4541 -15.5303 -18.7843
C 7.2460 -8.0458 -15.5011
C 7.0891 -15.0746 -10.4334
C 3.4090 -16.1598 -12.1660
C 3.2673 -15.9789 -13.6733
C 3.0852 -15.8091 -17.3119
C 6.0174 -12.7486 -19.8509
C 6.9387 -17.2368 -16.3752
C 6.1827 -8.5546 -14.5671
C 9.7639 -11.2474 -17.4578
C 5.3371 -11.7707 -18.9188
C 4.1223 -12.9413 -10.1708
C 2.6841 -11.3076 -15.3797
Be 8.4852 -10.7423 -14.2014
Be 8.4847 -16.6388 -13.4973
H 7.2260 -15.0537 -16.4681
H 6.0876 -11.4359 -18.1832
H 7.1835 -6.9579 -15.5255
H 3.0336 -17.2272 -15.9539
H 5.3944 -10.4127 -14.6043
H 3.7941 -13.9620 -9.9730
H 1.4262 -16.4301 -14.1087
H 1.8001 -15.5719 -19.8378
H 5.2031 -8.1606 -14.8410
H 3.7599 -15.1621 -16.7313
H 9.4117 -13.5477 -15.3062
H 3.5426 -17.2104 -11.8962
H 7.1458 -8.4895 -16.4925
H 4.3389 -12.3752 -14.9273
H 6.4033 -14.6494 -19.6585
H 3.2015 -14.9272 -13.9597
H 7.3750 -14.0851 -10.0741
H 4.2282 -16.2919 -14.0963
H 1.1083 -13.4221 -15.8526
H 7.1976 -16.9575 -7.7796
H 3.3478 -12.2708 -9.7834
H 5.8821 -16.7636 -9.7633
H 2.7817 -11.5493 -16.4383
H 6.3415 -14.9496 -11.2169
H 10.3021 -13.3419 -17.4039
H 6.0632 -18.1667 -14.8857
H 5.0127 -13.1912 -12.1381
H 9.0872 -7.7878 -15.0784
H 6.0344 -17.1572 -16.9845
H 3.4739 -14.4530 -18.9496
H 5.0958 -10.8027 -19.3570
H 5.7906 -15.2454 -8.8244
H 8.6827 -9.6835 -17.4851
H 9.6524 -11.1825 -18.5435
H 8.0783 -15.8933 -17.6715
H 3.3034 -13.0083 -12.1645
H 2.0604 -15.5012 -17.0896
H 0.5694 -11.4724 -14.8407
H 10.8161 -10.9585 -17.3889
H 2.1966 -15.9785 -10.6250
H 7.5391 -18.0627 -16.7620
H 4.2645 -15.5920 -11.7825
H 2.4472 -10.2431 -15.3235
H 5.3386 -13.0802 -20.6377
H 9.7448 -16.4487 -16.1963
H 4.1076 -11.1574 -12.8868
H 4.6452 -13.0478 -17.6773
H 5.2649 -11.7299 -9.2189
H 6.3939 -8.1544 -13.5743
H 6.8492 -12.2158 -20.3207
H 1.8209 -11.8697 -13.6091
H 8.5823 -13.1160 -17.2893
H 8.8946 -15.8547 -10.3512
H 4.4307 -16.0050 -18.9128

Values from the calculation:
Energy above the lowest of the compared OMol25 structures with the same formula, charge and spin (eV): 0.0000
F_max (eV Å⁻¹): 4.4
Kohn-Sham gap (Ha): 0.1016
Net charge: +3
2S+1: 1
E_LUMO (eV): -12.78
HOMO energy (eV): -15.544

Atomic partial charges in e from the Löwdin method, atoms 1 to 4:
1 O -0.05
2 O -0.08
3 O 0.05
4 O -0.04